{"formula": "C3H5N3O", "method": "ωB97M-V/def2-TZVPD", "symbols": ["O", "N", "N", "N", "C", "C", "C", "H", "H", "H", "H", "H"], "coordinates": [[2.649908, 0.483117, 0.142125], [-2.227212, -0.407321, -0.054964], [-0.610891, 1.108025, -0.771930], [0.721190, 1.269905, -0.834957], [1.345126, 0.340075, -0.138220], [0.512236, -0.622584, 0.544042], [-1.038595, 0.195483, 0.018554], [0.704883, -0.752640, 1.603119], [-2.528245, -1.069852, 0.637178], [-2.776809, -0.310852, -0.893766], [2.948313, 1.310183, -0.262556], [0.300097, -1.543539, 0.011374]], "atomic_forces_ev_per_a": [[0.1254, -0.4349, -0.0730], [-0.8022, -0.3618, 0.2209], [-2.3892, 0.0167, -0.2336], [2.1750, -1.1957, 1.0807], [-0.5556, 2.2262, -0.7487], [-3.2456, 0.7334, -0.4263], [4.2968, -0.9338, 0.0930], [0.0503, -0.1234, -0.0225], [0.0457, 0.2037, -0.0195], [0.0530, 0.0535, 0.1056], [-0.1171, 0.0153, -0.0317], [0.3637, -0.1990, 0.0553]], "e_above_lowest_kcal_mol": 65.6, "smiles": "NC1=NN=C(O)C1", "homo_lumo_gap_ev": 8.949, "homo_energy_ev": -8.209}